(1)
DFT (the ωB97M-V functional and the def2-TZVPD basis) results for a molecular structure, C5H8.

Properties
LUMO level ... 1.09 eV
Relative energy (zero: lowest compared OMol25 entry of this formula, charge and spin) ... 91.1 kcal/mol
Orbital gap ... 9.33 eV
E_HOMO ... -8.24 eV

Element x y z (Å)
C (0.182, -0.745, 0.621)
H (-1.952, -1.605, -0.085)
H (0.856, 1.208, 1.473)
H (-0.594, 1.875, -0.415)
C (-1.720, -0.527, 0.042)
C (-0.560, -0.287, -0.758)
H (-0.283, -0.917, -1.611)
H (-0.459, -0.858, 1.507)
H (0.727, 1.381, -1.513)
C (0.936, 0.601, 0.568)
H (0.749, -1.663, 0.475)
H (1.996, 0.449, 0.346)
C (0.125, 1.087, -0.649)

=====

(2)
DFT (the ωB97M-V functional and the def2-TZVPD basis) results for C2H4N2OS2 in the gas phase at a distorted geometry.

Properties
LUMO level ... -0.43 eV
Relative energy (zero: lowest compared OMol25 entry of this formula, charge and spin) ... 48.3 kcal/mol
Orbital gap ... 8.48 eV
E_HOMO ... -8.91 eV

Element x y z (Å)
C (-0.604, 0.464, 0.279)
S (-2.256, -1.556, -0.014)
H (0.156, -1.286, 0.060)
N (-0.758, -0.845, 0.621)
N (0.761, 0.841, 0.231)
H (-3.159, -0.510, -0.761)
O (1.900, -1.222, -0.202)
S (-1.806, 1.636, -0.052)
H (0.894, 1.882, 0.055)
H (2.955, 0.552, -0.207)
C (1.917, 0.044, -0.010)

=====

(3)
DFT (the ωB97M-V functional and the def2-TZVPD basis) results for a molecular structure, C20H37N7OPReSbSe4 at a distorted geometry.

Properties
LUMO level (alpha / beta) ... -0.41 / -0.83 eV
Relative energy (zero: lowest compared OMol25 entry of this formula, charge and spin) ... 16.5 kcal/mol
2S+1 ... 4
Orbital gap (alpha / beta) ... 6.44 / 6.22 eV
E_HOMO (alpha / beta) ... -6.84 / -7.05 eV

Element x y z (Å)
N (-1.514, -2.418, -0.577)
H (1.492, 5.653, 1.146)
C (-1.045, -0.296, -2.787)
N (5.356, 1.124, 1.940)
Se (5.793, -1.079, 4.432)
H (-1.134, 1.910, -0.045)
O (1.004, 1.885, 1.155)
P (-0.797, -0.976, -0.203)
H (-2.439, 1.516, -1.155)
C (-2.715, 2.076, 2.255)
Sb (3.745, -2.144, 3.809)
H (-1.067, 0.691, -4.695)
H (3.694, 5.306, 1.425)
H (-2.425, -4.946, 0.250)
H (6.258, 1.423, 2.269)
H (-2.301, -1.342, 1.839)
Se (1.779, -0.387, 3.872)
C (1.538, 0.173, -3.271)
H (0.095, -3.734, -0.960)
Se (2.987, -4.211, 4.650)
H (5.626, 3.823, 1.860)
C (-2.927, -2.571, -0.909)
H (0.398, 4.384, 1.762)
C (-0.771, -3.671, -0.293)
H (-1.050, -5.776, -0.430)
N (-0.217, -0.225, -1.580)
H (5.122, 0.145, 2.100)
H (-3.482, -2.952, -0.043)
H (1.587, -1.378, -1.741)
C (1.168, 4.623, 1.032)
N (3.152, 1.560, 1.515)
H (-3.568, 2.375, 2.868)
H (0.782, 2.111, -2.771)
C (4.398, 1.996, 1.725)
N (-2.025, 0.016, 0.276)
N (0.337, -1.274, 0.847)
C (-3.104, 2.163, 0.778)
C (0.664, 1.380, -3.577)
Re (1.855, -0.270, 1.490)
N (2.325, 3.755, 1.258)
C (1.222, -0.354, -1.872)
C (-2.316, -4.821, -1.908)
H (-4.104, 1.748, 0.628)
C (-0.803, 0.936, -3.663)
H (-3.157, 3.206, 0.456)
H (-0.833, -1.222, -3.336)
Se (3.522, -2.007, 1.222)
C (4.641, 3.420, 1.692)
C (-2.250, 0.656, 2.630)
H (-3.346, -1.587, -1.122)
H (0.973, 1.871, -4.500)
H (-4.165, -3.696, -2.246)
C (2.130, 2.412, 1.302)
H (-1.920, 2.794, 2.469)
H (-1.462, 1.749, -3.354)
C (3.594, 4.229, 1.461)
H (1.362, -0.606, -4.018)
C (-2.113, 1.433, -0.115)
H (2.602, 0.411, -3.320)
H (-2.750, -2.986, -2.997)
C (-3.100, -3.503, -2.100)
C (-1.663, -4.879, -0.531)
H (-2.970, -5.682, -2.054)
H (1.775, 0.266, -1.150)
C (-2.650, -0.346, 1.559)
H (-3.737, -0.408, 1.443)
H (-2.096, -0.356, -2.500)
H (-0.383, -3.650, 0.725)
H (0.775, 4.461, 0.030)
H (-2.657, 0.357, 3.597)
H (-1.533, -4.899, -2.666)
H (-1.162, 0.616, 2.719)

=====

(4)
DFT (the ωB97M-V functional and the def2-TZVPD basis) results for C2H2NOP in the gas phase at a distorted geometry.

Properties
LUMO level ... 0.33 eV
Relative energy (zero: lowest compared OMol25 entry of this formula, charge and spin) ... 37.5 kcal/mol
Orbital gap ... 10.08 eV
E_HOMO ... -9.74 eV

Element x y z (Å)
H (-0.070, 2.248, -0.081)
P (-1.382, 0.143, 0.025)
C (-0.037, 1.235, 0.000)
N (1.054, -0.794, 0.051)
O (1.134, 0.552, -0.004)
C (-0.297, -1.181, -0.036)
H (-0.402, -2.203, 0.045)

=====

(5)
DFT (the ωB97M-V functional and the def2-TZVPD basis) results for C10H11NO2 in the gas phase at a distorted geometry.

Properties
LUMO level ... 0.79 eV
Relative energy (zero: lowest compared OMol25 entry of this formula, charge and spin) ... 63.0 kcal/mol
Orbital gap ... 9.10 eV
E_HOMO ... -8.31 eV

Element x y z (Å)
C (-1.918, -1.717, 0.625)
H (-0.567, -3.189, 1.631)
H (-1.507, 1.294, -3.514)
C (1.713, 2.124, -1.354)
C (0.642, 1.255, -1.176)
H (3.191, 2.732, 0.329)
C (2.355, 2.163, 0.015)
C (-0.146, 0.662, -2.336)
C (-1.348, -0.637, -0.102)
C (-0.266, -0.187, 0.516)
H (-1.991, -0.039, -0.709)
H (0.268, -0.530, 2.613)
H (1.717, 0.962, 1.839)
N (0.616, 0.763, 0.082)
O (-1.070, 1.520, -2.738)
H (1.328, -1.413, 1.399)
H (-2.051, -2.687, -0.053)
C (0.242, -1.052, 1.611)
H (-1.345, -2.005, 2.755)
H (-2.884, -1.566, 1.135)
O (0.091, -0.345, -2.956)
C (-0.842, -2.076, 1.842)
C (1.720, 1.228, 0.768)
H (2.051, 2.739, -2.223)

=====

(6)
DFT (the ωB97M-V functional and the def2-TZVPD basis) results for C20H23N3O3 in the gas phase.

Properties
LUMO level ... 0.22 eV
Relative energy (zero: lowest compared OMol25 entry of this formula, charge and spin) ... 2.6 kcal/mol
Orbital gap ... 8.81 eV
E_HOMO ... -8.59 eV

Element x y z (Å)
C (-0.422, 4.505, 1.063)
H (-0.566, 3.460, -1.376)
C (2.600, -7.840, -1.502)
C (2.436, -0.723, 0.079)
H (3.417, -1.026, -0.261)
H (3.541, -4.913, -0.001)
C (2.210, 0.590, 0.441)
C (2.899, -5.625, -0.501)
H (-4.157, 2.415, -1.405)
O (-0.347, -3.978, -0.212)
C (-0.815, 2.761, -0.566)
C (-2.266, 6.038, 1.812)
C (1.411, -1.664, 0.158)
O (1.353, 2.829, 2.308)
N (1.707, -2.980, -0.210)
H (-2.036, 6.749, 1.021)
H (-2.808, 1.384, -1.884)
C (-3.085, 2.391, -1.582)
C (-0.063, 0.048, 0.967)
C (0.754, 2.404, 1.336)
H (-0.637, -1.994, 0.687)
C (-2.329, 2.800, -0.323)
C (0.156, -1.270, 0.613)
C (1.527, -5.315, -0.724)
O (2.967, -8.933, -1.883)
H (-0.498, 1.762, -0.867)
H (-2.857, 3.071, -2.401)
H (0.665, -8.171, -2.085)
H (-0.307, -6.112, -1.451)
C (0.747, -6.287, -1.289)
C (-1.918, 4.620, 1.373)
H (-1.697, 6.312, 2.697)
H (-3.788, 4.237, 0.362)
H (-3.325, 6.115, 2.045)
H (0.178, 4.710, 1.952)
H (-2.149, 3.928, 2.191)
H (-1.036, 0.341, 1.334)
H (-0.151, 5.219, 0.276)
H (3.010, 1.312, 0.391)
H (-2.529, 4.916, -0.671)
N (1.260, -7.468, -1.660)
H (-2.566, 2.092, 0.479)
C (0.859, -4.038, -0.349)
C (0.952, 0.993, 0.872)
C (3.407, -6.825, -0.868)
H (4.441, -7.079, -0.694)
C (-2.720, 4.205, 0.138)
N (-0.103, 3.165, 0.620)
H (2.676, -3.132, -0.452)